{"formula": "C31H63B3Cl2INO21", "method": "the ωB97M-V functional and the def2-TZVPD basis", "gap_ha": 0.349, "smiles": "C[C@H](Cl)[C@H](Cl)B1OB(I)OB(CCCCN)O1.CCOC(=O)OC.CCOC(=O)OC.CCOC(=O)OC.CCOC(=O)OC.CCOC(=O)OC.CCOC(=O)OC", "charge": 0, "e_lumo_ev": 0.30, "fmax_ev_per_a": 1.05, "elements": ["H", "H", "B", "O", "C", "H", "C", "O", "H", "H", "O", "H", "C", "H", "H", "H", "C", "C", "H", "C", "C", "H", "O", "C", "H", "O", "C", "C", "I", "O", "O", "C", "C", "O", "H", "C", "O", "H", "H", "H", "C", "H", "O", "O", "C", "O", "H", "C", "H", "O", "C", "H", "O", "H", "H", "C", "O", "H", "H", "O", "C", "C", "O", "H", "C", "H", "H", "H", "C", "H", "H", "H", "H", "H", "H", "H", "C", "H", "H", "B", "H", "C", "H", "H", "N", "H", "C", "H", "B", "H", "Cl", "H", "C", "O", "C", "H", "H", "H", "H", "H", "H", "H", "O", "O", "C", "C", "H", "H", "H", "O", "H", "H", "H", "H", "H", "H", "H", "H", "Cl", "C", "C", "H"], "coordinates": [[1.100, -2.041, -9.409], [3.033, 0.657, -1.139], [-1.672, -1.480, 0.200], [3.783, 7.059, 2.684], [4.394, -5.470, -9.341], [0.854, -1.254, -1.370], [1.434, 7.753, 5.143], [1.601, -3.706, -8.277], [5.301, 2.268, 3.703], [-6.018, -2.969, -7.985], [1.624, 7.708, 2.506], [5.051, 3.528, 2.476], [-7.075, -4.087, 5.492], [3.019, 6.624, 0.802], [0.194, -2.310, -7.923], [4.904, -0.824, 10.737], [7.307, -1.302, 5.834], [2.533, -4.094, -9.143], [8.432, 0.533, 5.828], [2.590, 7.410, 3.158], [-4.683, 0.460, 1.133], [-6.892, 0.416, 3.770], [-8.848, -2.244, 4.816], [7.934, 2.951, -1.780], [-10.457, -0.780, 5.933], [7.161, -1.323, 7.263], [-6.483, 0.883, 2.880], [7.645, 1.578, -1.214], [-2.229, 0.771, -3.328], [-3.386, -3.359, -7.608], [3.349, -4.944, -8.519], [-10.947, -1.651, 6.367], [1.197, -0.223, -1.309], [5.017, -0.636, 7.048], [-0.906, -4.316, -8.959], [-5.764, -0.158, 2.024], [2.635, -3.740, -10.288], [-2.617, -3.365, -4.948], [5.006, 8.920, 1.214], [-0.740, -1.903, 2.061], [-0.383, -1.673, 1.056], [-6.531, -3.197, 5.186], [6.391, 2.011, 2.011], [5.994, -1.005, 9.048], [-8.979, -2.814, 5.869], [2.646, 7.368, 4.489], [1.585, 7.543, 6.198], [5.187, 2.461, 2.641], [-1.301, -3.370, -6.147], [-8.163, -3.747, 6.356], [-3.315, -2.207, -7.267], [-5.797, 1.684, 3.146], [-2.600, -1.742, -6.244], [-0.364, 0.926, -0.285], [4.608, 0.460, 9.541], [0.549, -0.445, 1.153], [7.523, 1.612, 0.219], [0.294, 0.138, 2.037], [6.423, -1.735, 5.370], [-2.909, -1.375, 0.835], [-1.908, -2.746, -5.495], [-0.461, -3.531, -9.572], [5.391, 2.335, 0.013], [4.952, -4.668, -9.818], [5.966, -0.955, 7.717], [-4.868, -0.584, -9.523], [-12.757, -1.520, 5.219], [7.092, 3.622, -1.617], [-4.767, -1.512, -8.965], [7.772, 0.074, 4.248], [1.246, 8.815, 5.000], [2.980, -0.857, -0.566], [1.569, -0.800, 1.325], [0.866, 0.294, -2.209], [-7.440, -4.616, 4.613], [5.043, -6.030, -8.675], [-6.118, -2.022, -8.516], [-1.248, -2.837, -9.868], [1.271, 1.294, 0.165], [-2.643, -0.564, -1.708], [-3.986, 0.989, 1.785], [0.614, -2.801, -8.799], [4.754, 6.429, 1.034], [-12.411, -3.139, 5.851], [2.667, -0.270, -1.329], [4.328, 8.438, -0.351], [7.573, 0.095, 5.320], [4.323, 1.915, 2.269], [-3.821, -0.534, 0.247], [-1.271, -2.209, -4.797], [-5.440, 1.712, 0.106], [8.813, 3.382, -1.300], [3.904, 7.073, 1.251], [-3.929, -1.177, -7.846], [-11.966, -2.243, 5.418], [-6.591, -1.303, -7.846], [8.472, 0.898, -1.405], [-6.766, -2.176, -9.378], [6.743, 1.149, -1.647], [3.932, -1.166, 9.285], [0.591, 7.177, 4.766], [8.118, 2.882, -2.852], [-3.889, -0.519, -1.137], [-9.957, -2.618, 6.751], [6.343, 2.018, 0.679], [4.143, 8.470, 0.722], [-4.257, -2.237, -9.598], [6.715, 0.743, 5.497], [3.278, 9.107, 0.904], [-1.690, -1.390, -1.193], [3.982, -6.133, -10.100], [-11.417, -1.348, 7.300], [-6.422, -4.738, 6.064], [-0.053, -3.995, -10.469], [-7.305, 1.318, 2.316], [8.151, -1.957, 5.628], [-6.489, -0.695, 1.419], [-11.502, -2.516, 4.471], [-4.999, -1.355, 3.115], [0.603, 0.461, -0.072], [4.776, -0.606, 9.681], [0.163, -2.559, 0.726]], "lowdin_charge": [0.124, 0.055, -0.511, 0.034, -0.040, 0.107, -0.039, 0.040, 0.087, 0.076, 0.124, 0.094, -0.036, 0.123, 0.114, 0.093, -0.208, -0.614, 0.084, -0.616, -0.573, 0.062, 0.115, -0.064, 0.121, 0.039, -0.144, -0.207, 0.990, 0.116, 0.005, -0.212, -0.280, 0.119, 0.080, -0.742, 0.123, 0.102, 0.082, 0.113, -0.048, 0.069, 0.004, 0.006, -0.614, 0.004, 0.093, -0.027, 0.087, 0.008, -0.617, 0.081, -0.022, 0.101, 0.098, -0.194, 0.038, 0.112, 0.122, 0.274, -0.037, -0.058, 0.114, 0.095, -0.615, 0.123, 0.080, 0.075, -0.211, 0.080, 0.098, 0.054, 0.104, 0.084, 0.100, 0.092, -0.063, 0.077, 0.110, -1.085, 0.113, -0.204, 0.119, 0.082, 0.005, 0.081, -0.060, 0.093, -0.613, 0.078, 0.699, 0.082, -0.213, 0.037, -0.065, 0.082, 0.123, 0.080, 0.122, 0.095, 0.095, 0.081, 0.196, 0.037, -0.616, -0.063, 0.119, 0.068, 0.077, 0.218, 0.098, 0.122, 0.094, 0.078, 0.070, 0.123, 0.109, 0.076, 0.679, -0.199, -0.039, 0.117]}



{"formula": "C2H8N4O2", "method": "the ωB97M-V functional and the def2-TZVPD basis", "gap_ha": 0.302, "smiles": "CON/C(=N/N)NO", "charge": 0, "e_lumo_ev": 0.75, "fmax_ev_per_a": 7.34, "elements": ["O", "C", "N", "H", "H", "H", "C", "N", "H", "H", "H", "O", "H", "N", "H", "N"], "coordinates": [[-0.502, -0.437, -1.815], [0.863, 0.007, 0.142], [0.606, -0.835, -1.009], [-0.987, -1.181, -1.665], [-3.721, 0.289, 0.825], [3.833, 0.411, 0.525], [-2.712, 0.598, 0.370], [1.999, 0.336, 0.780], [-0.528, 0.263, 1.839], [-2.713, 1.010, -0.719], [-2.393, 1.469, 1.294], [-1.373, -0.357, 0.287], [3.190, -1.285, -0.077], [3.140, -0.081, 0.116], [1.525, -0.666, -1.656], [-0.227, 0.459, 0.764]], "nbo_charge": [-0.533, 0.451, -0.364, 0.470, 0.218, 0.366, -0.309, -0.356, 0.414, 0.223, 0.190, -0.464, 0.344, -0.698, 0.379, -0.330]}



{"formula": "C50H42AsF10O2PPt", "method": "the ωB97M-V functional and the def2-TZVPD basis", "gap_ha": 0.294, "charge": 0, "e_lumo_ev": 0.14, "fmax_ev_per_a": 1.21, "elements": ["H", "C", "C", "C", "H", "H", "H", "C", "C", "H", "C", "H", "C", "H", "C", "C", "H", "C", "C", "C", "H", "C", "H", "H", "C", "H", "H", "C", "H", "H", "H", "H", "P", "O", "C", "H", "Pt", "C", "F", "C", "C", "H", "H", "C", "F", "C", "H", "H", "F", "C", "H", "C", "H", "H", "C", "C", "H", "H", "C", "F", "C", "C", "C", "H", "C", "H", "C", "C", "H", "H", "C", "C", "H", "H", "H", "C", "F", "C", "C", "H", "H", "H", "C", "C", "C", "H", "F", "H", "C", "H", "F", "C", "F", "C", "As", "C", "C", "C", "C", "C", "F", "O", "H", "F", "C", "H", "C"], "coordinates": [[2.629, -1.398, -4.924], [-1.357, -0.878, -2.665], [-0.853, -1.066, -3.951], [6.105, 0.844, -0.909], [-2.936, 0.208, 5.056], [-0.623, -2.411, -5.634], [-5.091, 3.496, 3.364], [-3.383, 2.833, 2.257], [1.137, 4.453, 3.238], [2.965, -1.650, 2.522], [1.662, 2.305, -4.389], [-2.664, -4.008, -2.248], [-2.023, -1.953, -2.071], [1.268, -0.741, 4.142], [3.685, 0.290, 0.379], [-4.117, 1.841, 4.319], [-0.271, -3.415, 2.024], [-2.322, 1.928, 2.195], [-3.065, 0.942, 4.273], [-2.829, 4.786, -2.316], [1.922, -5.366, -4.124], [4.673, -4.468, -2.357], [0.986, 5.055, 4.123], [2.220, 0.061, -6.867], [1.900, 1.491, -3.294], [-1.019, 5.910, -2.117], [1.802, 1.893, -2.291], [-1.585, 5.054, -1.777], [1.590, 2.427, -6.529], [-2.227, 0.788, -1.725], [1.260, -3.071, -3.517], [-4.544, 3.493, -2.284], [-1.066, 1.913, 0.863], [0.893, -0.259, 1.589], [5.088, 0.209, -1.599], [-2.427, -1.833, -1.071], [-0.189, 0.197, -0.174], [-2.160, -3.172, -2.715], [-6.354, 1.614, 5.022], [3.888, -0.071, -0.945], [-1.640, -3.310, -3.987], [1.688, 2.253, 0.118], [0.610, -2.390, 4.181], [-1.224, 0.434, -1.955], [4.020, 6.071, 2.261], [0.822, -1.541, 2.184], [-0.099, 4.454, -0.369], [3.546, 3.624, 1.005], [4.567, 4.379, 3.485], [-0.994, -2.274, -4.626], [5.228, -0.063, -2.640], [-1.069, 4.224, -0.787], [5.616, -4.870, -2.011], [-0.359, -0.239, -4.446], [0.091, 3.705, 2.713], [2.597, -4.747, -3.547], [6.715, 1.697, 0.963], [4.972, -2.565, -1.413], [-3.567, 3.697, -1.865], [-2.602, 6.665, -3.737], [1.535, 2.894, 0.978], [-0.251, -2.430, 1.548], [-1.781, 3.119, -0.340], [4.573, 1.216, 2.094], [2.230, -3.453, -3.219], [-3.621, 2.020, -0.553], [3.820, -5.251, -3.122], [2.360, -0.361, -4.771], [-1.240, -1.975, 1.664], [-0.875, 3.746, 3.200], [5.919, 1.200, 0.424], [4.719, 0.927, 1.060], [7.041, 1.065, -1.407], [-0.055, -2.572, 0.484], [2.436, -2.293, 0.956], [2.575, 3.649, 1.482], [-5.116, 3.017, 6.098], [2.187, -2.227, 2.017], [-3.404, 5.640, -3.409], [2.185, -3.238, 2.434], [-3.509, 3.594, 1.502], [1.386, 3.341, -4.241], [4.313, -3.170, -2.023], [3.100, -2.661, -2.471], [0.280, 2.921, 1.582], [-1.349, 0.301, 3.169], [3.231, 5.891, 4.268], [4.104, -6.263, -3.378], [3.542, 5.195, 3.166], [2.732, 0.085, 0.872], [-1.776, -4.496, -4.629], [2.239, 0.155, -3.486], [-4.594, 6.163, -3.057], [2.130, 0.461, -5.865], [2.496, -0.935, -1.931], [2.376, 4.419, 2.621], [-2.179, 0.991, 3.208], [1.776, 1.789, -5.674], [0.545, -1.419, 3.684], [-4.274, 2.788, 3.316], [-3.616, 4.928, -4.532], [1.093, -1.179, -1.064], [-0.456, -1.032, 3.862], [-4.823, 0.891, 6.368], [-5.100, 1.833, 5.457], [-0.766, 1.173, -2.619], [-3.042, 2.871, -0.891]], "lowdin_charge": [0.100, -0.311, -0.054, -0.077, 0.124, 0.119, 0.129, -0.060, 0.009, 0.080, -0.066, 0.118, -0.047, 0.088, -0.088, -0.115, 0.084, -0.321, 0.016, -0.119, 0.110, -0.072, 0.122, 0.108, -0.101, 0.121, 0.095, 0.004, 0.108, 0.021, 0.091, 0.131, 0.938, -0.425, -0.105, 0.109, 0.929, -0.004, 0.143, -0.303, -0.299, 0.075, 0.085, -0.293, 0.141, -0.732, 0.101, 0.123, 0.137, -0.029, 0.111, -0.045, 0.107, 0.099, -0.037, -0.061, 0.107, 0.100, 0.005, 0.136, -0.089, -0.065, -0.329, 0.114, -0.086, 0.119, -0.072, -0.098, 0.071, 0.108, -0.071, -0.069, 0.105, 0.052, 0.060, -0.002, 0.142, -0.049, -0.585, 0.083, 0.105, 0.108, -0.082, -0.289, -0.324, 0.070, 0.140, 0.107, -0.583, 0.065, 0.039, -0.302, 0.141, -0.075, 1.253, -0.114, -0.055, -0.070, -0.045, 0.001, 0.142, -0.560, 0.045, 0.141, -0.587, 0.045, -0.112]}



{"formula": "C2H4O2V", "method": "the ωB97M-V functional and the def2-TZVPD basis", "gap_ha": [0.251, 0.282], "charge": 2, "e_lumo_ev": [-11.88, -11.11], "spin_multiplicity": 4, "fmax_ev_per_a": 3.15, "elements": ["H", "V", "H", "O", "H", "H", "O", "C", "C"], "coordinates": [[0.805, -2.044, 0.078], [2.187, 0.409, 0.097], [0.107, 2.374, -0.253], [0.735, -1.081, 0.036], [-1.500, 0.092, -0.855], [-1.239, -1.234, 0.817], [0.316, 1.435, -0.145], [-0.810, 0.703, 0.081], [-0.601, -0.655, 0.145]], "nbo_charge": [0.569, 1.739, 0.577, -0.800, 0.346, 0.303, -0.787, 0.051, 0.001]}



Question: Number 4 is which compound?
Answer: C2H4O2V